Record 1
A molecular structure, C34H10F15GeN3O2PdS in a non-equilibrium geometry, computed with ωB97M-V/def2-TZVPD.

```
67
Properties=species:S:1:pos:R:3:forces:R:3:nbo_charge:R:1
Pd 1.660853 0.507764 0.272793 -0.9 -0.6 0.0 0.79
O 5.742673 2.088874 5.439658 0.1 0.2 -0.3 -0.72
C 6.121958 2.071503 4.257227 0.2 -0.6 0.1 0.73
O 7.220926 2.258476 3.708539 -0.3 0.2 0.1 -0.72
C 5.008147 1.609633 3.259666 -0.1 0.2 0.0 -0.02
C 5.281024 1.549410 1.893131 0.1 0.0 0.1 -0.19
C 4.286151 1.126958 1.036837 0.0 0.0 -0.3 0.16
N 3.100462 0.765443 1.545113 0.4 -0.1 -0.5 -0.42
C 2.782811 0.860812 2.834116 -0.1 -0.1 0.1 0.14
C 3.742010 1.274854 3.735558 0.1 0.1 0.1 -0.14
C 1.378132 0.455605 3.103806 0.1 -0.2 -0.2 0.20
C 0.787832 0.510850 4.347939 0.0 -0.1 0.1 -0.21
C -0.495956 0.007620 4.504082 -0.1 0.0 0.1 -0.12
C -1.146618 -0.553538 3.420438 0.0 0.0 0.0 -0.24
C -0.518473 -0.527578 2.187713 0.2 -0.1 0.2 0.09
N 0.699139 -0.024214 2.021366 0.1 0.7 0.3 -0.45
C 4.331224 1.035154 -0.456887 -0.2 -0.2 0.2 0.19
C 5.470061 1.237565 -1.205185 0.1 0.0 0.0 -0.21
C 5.406843 1.083473 -2.584723 0.0 0.0 0.0 -0.13
C 4.211307 0.724526 -3.181466 0.1 0.0 0.0 -0.24
C 3.092519 0.550887 -2.383449 0.0 0.1 0.0 0.09
N 3.152630 0.709112 -1.065264 0.4 0.5 0.3 -0.43
H 6.273708 1.845304 1.576104 0.0 0.0 0.0 0.27
H 3.575237 1.365116 4.802311 0.0 0.0 0.0 0.26
H 1.333239 0.928497 5.183170 0.0 0.0 0.0 0.25
H -0.976482 0.043030 5.473122 0.0 0.0 0.0 0.24
H -2.135037 -0.983430 3.508829 0.0 0.0 0.0 0.24
H -0.988586 -0.920138 1.304252 -0.1 0.0 0.0 0.21
H 6.394778 1.502533 -0.712160 0.0 0.0 0.0 0.25
H 6.292842 1.238430 -3.186374 0.0 0.0 0.0 0.23
H 4.130310 0.590021 -4.250746 0.0 0.0 0.0 0.24
H 2.120249 0.299060 -2.784432 0.0 0.0 0.0 0.25
F 0.128184 -1.577963 -3.050274 0.0 0.0 -0.1 -0.31
C -0.359457 -2.464437 -2.173711 0.0 0.1 0.1 0.42
C -1.307297 -2.069216 -1.240539 -0.1 0.0 0.2 -0.57
C -1.746886 -3.054175 -0.369949 -0.1 0.1 0.0 0.40
F -2.644816 -2.777329 0.592041 0.1 0.0 0.0 -0.32
C -1.291088 -4.358672 -0.421170 0.0 0.0 0.0 0.25
F -1.741808 -5.269091 0.436587 0.0 -0.1 0.0 -0.28
C -0.351537 -4.709731 -1.370691 0.0 0.0 0.0 0.31
F 0.098872 -5.952378 -1.433017 0.1 -0.1 0.0 -0.27
C 0.120560 -3.755398 -2.254114 0.0 0.0 0.0 0.25
F 1.028800 -4.088930 -3.165928 0.1 0.0 -0.1 -0.28
Ge -1.834388 -0.163599 -1.190182 -0.1 -0.1 0.0 1.37
S -0.078118 1.091619 -1.161351 0.1 0.0 -0.2 -0.69
C -2.848131 0.314578 -2.801637 0.2 0.1 -0.1 -0.57
C -3.075374 -0.515826 -3.884216 -0.1 -0.1 0.1 0.41
F -2.734506 -1.811990 -3.833631 0.1 0.1 0.0 -0.31
C -3.685279 -0.071556 -5.041986 0.0 0.0 0.0 0.25
F -3.896836 -0.900511 -6.061035 0.0 0.0 0.0 -0.28
C -4.089839 1.247756 -5.131833 0.0 0.0 0.0 0.30
F -4.681063 1.685186 -6.233158 -0.1 0.0 -0.1 -0.27
C -3.888906 2.107216 -4.066508 0.0 0.0 0.0 0.25
F -4.285903 3.373225 -4.149824 0.0 0.1 0.0 -0.28
C -3.273940 1.627756 -2.927311 0.1 0.0 0.1 0.41
F -3.086797 2.486017 -1.913701 0.0 0.0 0.0 -0.31
C -3.135436 0.151887 0.262003 0.0 0.0 -0.1 -0.49
C -4.339927 -0.530408 0.205201 0.0 -0.1 -0.1 0.35
F -4.539512 -1.426130 -0.776327 0.0 0.1 0.0 -0.30
C -5.354061 -0.349667 1.122224 0.0 0.0 0.0 0.26
F -6.491037 -1.034207 1.036993 0.0 0.0 0.0 -0.28
C -5.167377 0.558279 2.150709 0.0 0.0 0.0 0.30
F -6.120149 0.744475 3.051987 -0.1 0.0 0.1 -0.27
C -3.984390 1.267646 2.236675 0.0 0.0 0.0 0.25
F -3.802588 2.135641 3.230701 0.0 0.0 0.0 -0.28
C -2.994157 1.066225 1.291329 0.0 0.1 -0.1 0.35
F -1.881744 1.792083 1.430563 0.0 0.0 0.0 -0.30
```
Forces are in eV/Å.

As for the spin multiplicity: 1. The energy relative to the best compared isomer or geometry (same formula, charge and spin) comes out at 18.6 kcal/mol. The value obtained for the total energy is -155578.057 eV. The max |F| comes out at 1.117 eV Å⁻¹. The value obtained for the gap between HOMO and LUMO is 6.68 eV.

Record 2
A molecular structure, C34H19Cl5N2O2S2V, computed with ωB97M-V/def2-TZVPD.

```
65
Properties=species:S:1:pos:R:3:forces:R:3:nbo_charge:R:1
V 0.008048 0.813345 0.333349 0.0 0.3 0.4 1.09
C 0.081450 1.023952 4.698853 0.0 0.0 0.0 -0.70
C 0.503736 0.612012 3.306992 0.0 0.0 0.1 0.59
O -0.196339 1.070300 2.381663 0.0 -0.2 -0.1 -0.66
C 1.635539 -0.262232 3.124187 0.0 0.0 0.0 -0.35
C 2.377117 -0.653745 4.269404 0.0 0.0 0.0 -0.12
C 3.450142 -1.493355 4.203361 0.0 0.0 0.0 -0.30
C 3.834330 -1.999666 2.945178 0.0 0.0 0.0 -0.15
C 3.152198 -1.656333 1.816299 0.0 0.0 0.0 -0.31
C 2.030991 -0.771874 1.839996 0.0 0.0 0.0 0.52
O 1.459119 -0.513252 0.722906 -0.1 0.0 0.0 -0.76
H -0.811898 1.636653 4.612384 0.0 0.0 0.0 0.24
H 0.864386 1.605696 5.186654 0.0 0.0 0.0 0.24
H -0.125701 0.154996 5.323880 0.0 0.0 0.0 0.23
H 2.086947 -0.264753 5.235581 0.0 0.0 0.0 0.20
H 3.997230 -1.762637 5.096094 0.0 0.0 0.0 0.21
H 4.684275 -2.668045 2.873403 0.0 0.0 0.0 0.21
H 3.442167 -2.032055 0.843428 0.0 0.0 0.0 0.22
S 1.299166 0.823890 -6.697262 0.0 0.0 0.0 0.45
C 2.138489 2.232543 -7.175381 0.0 0.0 0.0 -0.40
C 2.243886 3.125891 -6.155776 0.0 0.0 0.0 -0.25
C 1.638904 2.659527 -4.960904 0.0 0.0 0.0 -0.21
C 1.079837 1.418268 -5.093365 0.0 0.0 -0.1 -0.24
C 0.374708 0.634147 -4.077347 -0.1 -0.1 0.0 -0.09
C 0.487230 0.997540 -2.719997 0.0 -0.1 0.0 0.11
N -0.130304 0.363530 -1.745114 0.1 -0.1 -0.2 -0.45
C -0.900712 -0.709267 -2.046940 0.0 0.1 -0.1 0.15
C -1.058978 -1.169159 -3.356259 0.1 0.0 0.0 -0.08
C -1.872999 -2.328249 -3.594799 0.0 0.0 0.0 -0.18
C -2.483943 -2.971331 -2.576950 0.0 0.0 -0.1 -0.17
C -2.352213 -2.506198 -1.224499 0.0 0.0 0.0 -0.09
C -2.969870 -3.128925 -0.131467 0.0 0.0 0.0 -0.13
C -2.811524 -2.621409 1.142123 0.0 0.0 -0.1 -0.01
C -2.024006 -1.461093 1.279717 0.0 0.0 0.0 0.07
N -1.430615 -0.860915 0.273270 0.1 0.0 0.0 -0.46
C -1.572204 -1.373927 -0.969473 -0.1 0.0 0.0 0.22
C -3.429433 -3.246868 2.315773 -0.1 0.0 0.1 -0.25
C -4.321738 -4.283197 2.347978 0.0 0.0 0.0 -0.23
C -4.709068 -4.646407 3.661967 0.0 0.0 0.0 -0.25
C -4.103071 -3.882871 4.610618 0.0 0.1 0.0 -0.41
S -3.075081 -2.710955 3.916770 0.1 -0.1 0.0 0.46
C -0.404432 -0.463821 -4.377254 0.0 0.0 0.0 -0.08
H 2.509835 2.327402 -8.182531 0.0 0.0 0.0 0.24
H 2.735699 4.082697 -6.248463 0.0 0.0 0.0 0.23
H 1.613207 3.236383 -4.047333 0.0 0.0 0.0 0.23
H 1.112843 1.826242 -2.414861 0.0 0.0 0.0 0.22
H -1.981888 -2.678526 -4.613664 0.0 0.0 0.0 0.22
H -3.089621 -3.849457 -2.763062 0.0 0.0 0.0 0.22
H -3.563991 -4.017923 -0.302045 0.0 0.0 0.0 0.22
H -1.877126 -1.000239 2.250346 0.0 0.0 0.0 0.21
H -4.699066 -4.774903 1.463125 0.0 0.0 0.0 0.22
H -5.403605 -5.441027 3.890414 0.0 0.0 0.0 0.23
H -4.211019 -3.943483 5.681066 0.0 0.0 0.0 0.24
H -0.528981 -0.790345 -5.403560 0.0 0.0 0.0 0.21
Cl 3.715676 2.138022 0.315301 0.0 0.0 0.0 0.01
C 2.380982 3.240536 0.119287 0.0 -0.1 0.0 0.03
C 1.097063 2.715467 0.117728 -0.1 -0.1 0.0 -0.47
C 0.098245 3.648619 -0.044654 -0.1 0.1 -0.1 0.04
Cl -1.550461 2.970654 -0.064800 0.1 0.0 0.0 0.03
C 0.268675 5.016114 -0.197685 0.1 0.0 0.0 -0.14
Cl -1.065564 6.084955 -0.394667 0.0 0.0 0.0 0.04
C 1.577382 5.494740 -0.188888 0.0 0.0 0.0 -0.09
Cl 1.875933 7.180685 -0.375770 0.0 0.0 0.0 0.04
C 2.642134 4.601939 -0.030277 0.0 0.0 0.0 -0.12
Cl 4.257877 5.201702 -0.024049 0.0 0.0 0.0 0.04
```
Forces are in eV/Å.

As for the spin multiplicity: 4. The energy relative to the best compared isomer or geometry (same formula, charge and spin) comes out at 0.0 kcal/mol. The value obtained for the total energy is -152615.022 eV. The max |F| comes out at 0.529 eV Å⁻¹. The value obtained for the gap between HOMO and LUMO (alpha / beta) is 5.75 / 6.64 eV.

Record 3
A molecular structure, C34H19F4N10O2Zn, computed with ωB97M-V/def2-TZVPD.

```
70
Properties=species:S:1:pos:R:3:forces:R:3:nbo_charge:R:1
Zn 0.373689 0.857865 0.503676 -0.2 -0.1 -0.1 1.68
C -2.581332 1.066975 1.451313 0.0 0.0 -0.1 -0.27
N -1.798621 1.669357 0.360327 -0.1 0.1 0.1 -0.67
C -1.717159 3.132057 0.353149 0.1 0.0 0.0 -0.27
C -0.417349 3.590714 0.953848 -0.1 0.0 0.0 0.41
N 0.656023 2.843131 0.993864 0.0 -0.1 0.0 -0.65
C 1.660186 3.623669 1.568717 0.0 -0.2 -0.1 0.15
C 2.989473 3.318072 1.851513 0.0 0.0 0.0 -0.21
C 3.750254 4.313397 2.427554 0.0 0.0 0.0 -0.20
C 3.210500 5.578702 2.718273 0.0 0.0 0.0 -0.19
C 1.894018 5.888015 2.443173 0.0 0.0 0.0 -0.22
C 1.135928 4.878284 1.862041 -0.1 0.1 0.0 0.09
N -0.196798 4.822259 1.458070 0.1 0.0 0.0 -0.51
C -1.767025 0.094930 2.253515 0.0 0.0 0.0 0.41
N -0.461228 0.084242 2.284949 0.0 -0.1 -0.1 -0.63
C -0.108883 -0.961656 3.143699 0.1 0.1 -0.1 0.15
C 1.142400 -1.421505 3.546296 0.0 0.0 0.0 -0.21
C 1.172663 -2.489823 4.418660 0.0 0.0 0.0 -0.21
C -0.006554 -3.090672 4.889971 0.0 0.0 0.0 -0.19
C -1.251672 -2.635526 4.506487 0.0 0.0 0.0 -0.22
C -1.267983 -1.560804 3.626422 -0.2 0.0 0.0 0.09
N -2.314847 -0.855889 3.038648 0.1 0.0 0.0 -0.51
H -2.950321 1.850450 2.117938 0.0 0.0 0.0 0.22
H -3.458879 0.556654 1.050578 0.0 0.0 0.0 0.23
H -2.141742 1.337326 -0.530032 0.1 0.0 0.0 0.41
H -1.751836 3.474610 -0.683338 0.0 0.0 0.0 0.24
H -2.559198 3.601087 0.869239 0.0 0.0 0.0 0.21
H 3.398177 2.342527 1.626717 0.0 0.0 0.0 0.24
H 4.787508 4.118683 2.662684 0.0 0.0 0.0 0.23
H 3.844656 6.328999 3.170082 0.0 0.0 0.0 0.23
H 1.481088 6.861688 2.668509 0.0 0.0 0.0 0.23
H -0.875618 5.561331 1.531331 0.0 0.0 0.0 0.43
H 2.051177 -0.956887 3.190969 0.0 0.0 0.0 0.23
H 2.126711 -2.873819 4.752933 0.0 0.0 0.0 0.23
H 0.063373 -3.926668 5.572223 0.0 0.0 0.0 0.23
H -2.160496 -3.093769 4.871999 0.0 0.0 0.0 0.23
H -3.297147 -1.041532 3.150324 0.0 0.0 0.0 0.43
O 1.849448 -2.869740 -1.341997 0.0 0.0 -0.1 -0.44
C 0.490934 -1.136287 -1.526946 0.3 0.1 0.0 0.34
O -0.145963 -0.879871 -0.419595 0.0 0.2 0.2 -0.89
C 0.435034 0.031550 -2.500846 0.0 -0.1 0.0 0.24
C 0.322465 0.016605 -3.876976 -0.1 0.0 -0.1 -0.25
C 0.413880 1.221174 -4.562995 0.0 0.0 0.0 -0.12
C 0.640030 2.390474 -3.860731 0.0 0.0 0.0 -0.24
C 0.736786 2.315204 -2.480771 0.0 0.0 0.0 0.05
N 0.618311 1.170204 -1.813697 0.0 0.2 0.0 -0.56
H 0.178807 -0.903848 -4.420703 0.0 0.1 0.0 0.24
H 0.326114 1.235489 -5.641164 0.0 0.0 0.0 0.24
H 0.745400 3.340636 -4.364290 0.0 0.0 0.0 0.24
H 0.918680 3.200891 -1.881312 0.0 0.0 0.0 0.20
F 1.347740 -2.730649 -4.047740 0.0 -0.1 0.1 -0.29
C 0.363566 -3.124217 -3.240806 0.1 0.1 -0.1 0.39
C -0.688873 -3.770797 -3.730966 -0.1 -0.1 0.0 0.31
F -0.761676 -3.999404 -5.037207 0.0 0.0 0.0 -0.27
C -1.783366 -4.243933 -2.877599 0.3 0.1 0.1 -0.03
C -1.515460 -4.104880 -1.446189 -0.1 -0.1 0.0 0.29
C -0.461582 -3.450609 -0.966245 0.0 0.0 0.1 0.43
F -0.210649 -3.473727 0.331501 0.0 0.1 -0.1 -0.27
C 0.500234 -2.694742 -1.825265 0.1 -0.2 0.0 0.06
C 2.171032 -1.502096 -1.299562 -0.1 0.2 0.2 -0.03
C 2.471003 -0.864455 -0.029057 -0.1 0.2 -0.1 0.41
N 2.403356 -0.066171 0.802714 0.3 -0.3 0.0 -0.46
C 3.091002 -1.056936 -2.341255 -0.1 -0.1 0.0 0.24
N 3.745333 -0.671697 -3.202043 0.0 0.0 0.0 -0.23
F -2.348702 -4.701439 -0.595950 0.0 0.0 -0.1 -0.28
C -2.918927 -4.784306 -3.366843 -0.4 -0.1 -0.1 -0.19
C -4.019551 -5.204141 -2.533752 0.1 0.1 -0.1 0.25
N -4.944709 -5.501844 -1.923599 0.0 0.0 0.0 -0.23
C -3.189765 -4.946240 -4.773796 0.2 -0.1 0.2 0.24
N -3.433046 -5.126654 -5.880605 -0.1 0.1 0.0 -0.22
```
Forces are in eV/Å.

As for the spin multiplicity: 1. Its total charge is +1. The value obtained for the total energy is -113843.560 eV. The max |F| comes out at 0.457 eV Å⁻¹. The value obtained for the gap between HOMO and LUMO is 7.73 eV.